[1]
Below is a cluster of 2 separate species, C5H15N2O in total at a distorted geometry, with properties calculated with wB97M-V/def2-TZVPD.

The relative energy (zero: lowest compared OMol25 entry of this formula, charge and spin) is 129.5 kJ/mol. For the HOMO-LUMO gap (alpha / beta), the calculation gives 4.95 / 8.48 eV. As for the multiplicity: 2. Its HOMO energy (alpha / beta) is -0.1581 / -0.2954 Eh. For the maximum force, the calculation gives 0.0261 hartree/bohr. Its LUMO energy (alpha / beta) is 0.65 / 0.45 eV.

XYZ file:
```
23
C5H15N2O | the OMol25 dataset | wB97M-V/def2-TZVPD
O 1.43705 -3.24553 -0.00467
C 0.74511 -2.53294 0.78873
C -0.57434 -1.99064 0.28561
N -0.32964 -1.77615 -1.17025
H 0.94968 -2.43950 1.86210
H -1.40071 -2.69972 0.44539
H -0.81711 -1.02211 0.71016
H -1.16045 -1.60900 -1.73079
H 0.28024 -0.95395 -1.26958
H 0.17694 -2.61662 -1.48708
C 1.89539 1.57193 0.05347
C 0.49394 1.38194 0.59805
N -0.49878 1.38325 -0.49263
C -1.88248 1.69153 -0.04444
H 2.60341 1.63500 0.88428
H 2.06997 2.51040 -0.48454
H 2.22085 0.75440 -0.58897
H 0.26559 2.10366 1.39156
H 0.51281 0.39487 1.07161
H -0.27748 2.24766 -0.96828
H -2.44931 1.93801 -0.93910
H -2.29947 0.78146 0.39427
H -1.96118 2.49205 0.69508
```


[2]
Below is a cluster of 2 separate species, C5H15N2O in total at a distorted geometry, with properties calculated with wB97M-V/def2-TZVPD.

The relative energy (zero: lowest compared OMol25 entry of this formula, charge and spin) is 196.4 kJ/mol. For the HOMO-LUMO gap (alpha / beta), the calculation gives 4.43 / 8.55 eV. As for the multiplicity: 2. Its HOMO energy (alpha / beta) is -0.1376 / -0.2978 Eh. For the maximum force, the calculation gives 0.1023 hartree/bohr. Its LUMO energy (alpha / beta) is 0.69 / 0.44 eV.

XYZ file:
```
23
C5H15N2O | the OMol25 dataset | wB97M-V/def2-TZVPD
O -1.53224 2.16725 -1.70901
C -0.69393 2.18853 -0.84346
C 0.61164 1.36727 -1.00908
N 0.26270 0.19530 -1.86810
H -0.76767 2.84692 0.00421
H 1.39687 1.98661 -1.45301
H 0.94815 0.93795 -0.03406
H 1.07195 -0.36190 -2.25066
H -0.28960 -0.43692 -1.31084
H -0.31698 0.59356 -2.63327
C -1.64119 -1.31296 1.55536
C -0.18676 -0.82037 1.67091
N 0.71112 -1.59598 0.79647
C 2.17276 -1.58296 1.17940
H -2.26631 -0.77010 2.27470
H -1.85694 -2.35314 1.85442
H -2.08944 -1.16905 0.56606
H 0.16350 -0.77361 2.72637
H -0.23294 0.22967 1.31061
H 0.50345 -2.60705 1.14687
H 2.62456 -2.42458 0.62916
H 2.56465 -0.63465 0.78395
H 2.41279 -1.63391 2.24024
```


[3]
Below is a cluster of 2 separate species, C5H15N2O in total at a distorted geometry, with properties calculated with wB97M-V/def2-TZVPD.

The total charge is +1. The relative energy (zero: lowest compared OMol25 entry of this formula, charge and spin) is 109.3 kJ/mol. For the HOMO-LUMO gap, the calculation gives 7.32 eV. Its HOMO energy is -0.3980 Eh. For the maximum force, the calculation gives 0.0233 hartree/bohr. Its LUMO energy is -3.51 eV.

XYZ file:
```
23
C5H15N2O | the OMol25 dataset | wB97M-V/def2-TZVPD
C 1.11138 -2.03351 -0.53142
C 1.07441 -0.62152 -1.02782
C 0.08594 0.17653 -0.17836
C -1.08849 0.50387 -0.74160
N -2.17202 1.07443 -0.12367
C 0.45250 0.41150 1.25276
N 2.07378 -2.84941 -1.34363
H 0.12598 -2.48309 -0.59780
H 1.39660 -2.13808 0.51620
H 0.74594 -0.63613 -2.06593
H 2.03497 -0.10454 -0.98562
H -1.27118 0.28359 -1.78514
H -2.78738 1.59359 -0.72803
H -2.05652 1.54754 0.76341
H -0.20290 1.16341 1.68904
H 1.44217 0.88287 1.34496
H 0.39514 -0.45311 1.90665
H 1.69787 -2.89068 -2.29135
H 2.22112 -3.80410 -1.01153
H 2.96819 -2.35848 -1.38403
H -2.09732 3.35303 2.98169
H -1.20965 3.82301 1.80346
O -1.69278 3.07115 2.15595
```


[4]
Below is a cluster of 2 separate species, C5H15N2O in total at a distorted geometry, with properties calculated with wB97M-V/def2-TZVPD.

The total charge is +1. The relative energy (zero: lowest compared OMol25 entry of this formula, charge and spin) is 240.3 kJ/mol. For the HOMO-LUMO gap, the calculation gives 8.67 eV. Its HOMO energy is -0.4496 Eh. For the maximum force, the calculation gives 0.0746 hartree/bohr. Its LUMO energy is -3.56 eV.

XYZ file:
```
23
C5H15N2O | the OMol25 dataset | wB97M-V/def2-TZVPD
C -2.34886 -2.34328 0.01305
C -1.56993 -1.16409 -0.42429
C -0.01940 -1.34464 -0.52986
C 0.61927 0.00302 -0.46758
C 0.68871 0.70783 -1.66423
N 1.36631 1.90578 -1.89248
N 1.07001 0.49755 0.89101
H -1.81060 -2.96904 0.78994
H -2.68671 -2.94560 -0.88234
H -3.30805 -2.12372 0.45901
H -1.88770 -0.76618 -1.41241
H -1.61259 -0.31276 0.29760
H 0.29792 -1.81107 -1.44126
H 0.29483 -2.02283 0.15388
H 0.37112 0.35083 -2.61440
H 1.04464 2.38403 -2.72114
H 1.61291 2.49076 -1.09609
H 0.26282 0.22275 1.66567
H 1.98711 0.05476 1.16964
H 1.21467 1.55826 0.84550
H 0.81044 3.02710 3.19730
H 2.28615 2.23623 3.02135
O 1.31692 2.36430 2.64213
```


[5]
Below is the ion C5H15N2O with charge +1 at a distorted geometry, with properties calculated with wB97M-V/def2-TZVPD.

The total charge is +1. The relative energy (zero: lowest compared OMol25 entry of this formula, charge and spin) is 299.6 kJ/mol. For the HOMO-LUMO gap, the calculation gives 10.01 eV. Its HOMO energy is -0.4873 Eh. For the maximum force, the calculation gives 0.0855 hartree/bohr. Its LUMO energy is -3.26 eV.

XYZ file:
```
23
C5H15N2O | the OMol25 dataset | wB97M-V/def2-TZVPD
C 1.66450 0.83290 1.82829
C 0.69816 -0.29871 1.83456
N 0.80470 -1.18448 0.62805
C 0.93333 -0.61308 -0.67487
C -0.50064 -0.03883 -1.25422
N -1.27541 -1.27107 -1.27407
C -1.26850 1.09725 -0.58718
O -2.28749 1.29227 -1.61617
H 2.62282 0.57214 2.25871
H 2.04196 1.11180 0.79373
H 1.24830 1.79674 2.39468
H 0.78303 -1.05972 2.58659
H -0.31355 0.27592 1.88392
H 1.55915 -1.86413 0.78936
H 1.20689 -1.07822 -1.61158
H 1.76434 0.18478 -0.72185
H -0.26962 0.45454 -2.19100
H -0.81596 -2.09858 -1.79070
H -1.25057 -1.57620 -0.23567
H -2.27960 -1.33947 -1.63322
H -1.59253 0.74934 0.45176
H -0.63949 2.01588 -0.56740
H -2.83381 2.03891 -1.29172
```


[6]
Below is a cluster of 2 separate species, C5H15N2O in total, with properties calculated with wB97M-V/def2-TZVPD.

The total charge is +1. The relative energy (zero: lowest compared OMol25 entry of this formula, charge and spin) is 89.2 kJ/mol. For the HOMO-LUMO gap, the calculation gives 10.11 eV. Its HOMO energy is -0.4868 Eh. For the maximum force, the calculation gives 0.0085 hartree/bohr. Its LUMO energy is -3.14 eV.

XYZ file:
```
23
C5H15N2O | the OMol25 dataset | wB97M-V/def2-TZVPD
O 1.69750 -0.33200 -0.31067
C 2.69376 -0.13806 0.35133
C 3.02505 1.13666 1.07475
N 3.67963 0.82390 2.32800
H 3.44035 -0.93669 0.44481
H 3.73920 1.65797 0.43041
H 2.13425 1.77314 1.13737
H 4.29208 1.57170 2.61922
H 3.01025 0.67763 3.07644
C -1.92395 0.02658 -0.20181
C -2.02411 -0.93368 -1.36753
C -3.25031 -1.83536 -1.24697
N -0.73441 0.94343 -0.36641
H -2.80913 0.65402 -0.12211
H -1.77381 -0.47999 0.74915
H -1.11716 -1.53358 -1.42304
H -2.08407 -0.35017 -2.29065
H -3.25004 -2.38460 -0.30716
H -4.17347 -1.25866 -1.29707
H -3.26846 -2.55948 -2.05278
H 0.16371 0.40479 -0.29506
H -0.73638 1.40095 -1.27467
H -0.73048 1.67148 0.34447
```


[7]
Below is a cluster of 2 separate species, C5H15N2O2 in total, with properties calculated with wB97M-V/def2-TZVPD.

The total charge is +1. The relative energy (zero: lowest compared OMol25 entry of this formula, charge and spin) is 148.1 kJ/mol. For the HOMO-LUMO gap, the calculation gives 11.31 eV. Its HOMO energy is -0.5133 Eh. For the maximum force, the calculation gives 0.0184 hartree/bohr. Its LUMO energy is -2.66 eV.

XYZ file:
```
24
C5H15N2O2 | the OMol25 dataset | wB97M-V/def2-TZVPD
C 0.83351 -0.04989 -2.39283
O 0.78135 1.25048 -2.95044
C 0.84281 0.07663 -0.86397
C 0.77517 -1.24478 -0.12578
C 0.13607 -1.14669 1.25229
C -2.11860 -1.64921 1.70688
N -1.28802 -0.93353 1.09386
N -0.33451 0.95398 -0.50812
H 1.65931 -0.64897 -2.76437
H -0.10628 -0.53190 -2.68279
H 1.64766 1.54911 -3.24337
H 1.74963 0.64643 -0.65084
H 0.20382 -1.96437 -0.71803
H 1.77162 -1.66508 -0.03558
H 0.39806 -2.02885 1.83652
H 0.51000 -0.27952 1.79477
H -3.16018 -1.44068 1.48677
H -1.83465 -2.48479 2.35357
H -1.09584 0.35378 -0.12038
H -0.08880 1.60120 0.25167
H -0.58676 1.52760 -1.31350
H -0.45719 3.39851 1.87803
H 0.04072 2.26363 2.80299
O -0.27891 2.44688 1.91266
```


[8]
Below is a cluster of 3 separate species, C5H15N2O3 in total at a distorted geometry, with properties calculated with wB97M-V/def2-TZVPD.

The total charge is +1. The relative energy (zero: lowest compared OMol25 entry of this formula, charge and spin) is 219.1 kJ/mol. For the HOMO-LUMO gap, the calculation gives 8.76 eV. Its HOMO energy is -0.4473 Eh. For the maximum force, the calculation gives 0.0199 hartree/bohr. Its LUMO energy is -3.41 eV.

XYZ file:
```
25
C5H15N2O3 | the OMol25 dataset | wB97M-V/def2-TZVPD
O -0.87178 1.50671 -1.69623
C -0.50827 2.06201 -0.69418
C -0.64192 1.34588 0.64871
C 0.23828 0.07862 0.73115
C 0.32603 -0.71768 -0.53933
C -0.25536 -1.89227 -0.67064
N -0.03805 -2.68197 -1.89092
N -0.36798 2.14585 1.84023
H -0.06840 3.06976 -0.67737
H -1.67519 1.01573 0.77005
H 1.25913 0.40084 0.91324
H -0.11444 -0.56983 1.52982
H 0.91273 -0.25006 -1.32063
H -0.79566 -2.31723 0.15954
H -0.00568 -3.68767 -1.71430
H -0.79034 -2.53998 -2.57168
H 0.83793 -2.40749 -2.33746
H 0.61059 2.39133 1.91700
H -0.92552 2.99780 1.80692
H -1.38974 -2.58780 3.29238
H -1.97441 -1.63877 2.26236
O -1.56468 -2.50688 2.34731
H 2.76952 2.92104 -0.97903
H 2.72894 1.77216 -1.96729
O 2.30426 2.08989 -1.15963
```


[9]
Below is the molecule C5H15N2OP at a distorted geometry, with properties calculated with wB97M-V/def2-TZVPD.

The relative energy (zero: lowest compared OMol25 entry of this formula, charge and spin) is 165.0 kJ/mol. For the HOMO-LUMO gap, the calculation gives 9.68 eV. Its HOMO energy is -0.3249 Eh. For the maximum force, the calculation gives 0.0652 hartree/bohr. Its LUMO energy is 0.84 eV.

XYZ file:
```
24
C5H15N2OP | the OMol25 dataset | wB97M-V/def2-TZVPD
C -2.48871 0.95889 -1.51809
C -2.85381 -0.04970 -0.42793
N -2.00767 -0.06008 0.76020
P -0.27192 -0.38123 0.49387
N 1.47335 -0.69673 0.14931
C 1.85928 -2.06934 0.46991
C 2.32201 0.22905 0.76111
C 2.51641 1.51525 0.02495
O 2.87346 0.02760 1.78146
H -1.43039 1.00713 -1.74045
H -2.97203 0.65312 -2.43622
H -2.83626 1.95863 -1.29483
H -3.84969 0.20905 -0.09567
H -2.93303 -1.04804 -0.83541
H -2.15971 0.77282 1.31490
H -0.59473 -1.05921 -0.69679
H 0.01218 1.00590 0.50257
H -0.22699 -1.15873 1.66837
H 1.54801 -2.36652 1.46887
H 1.40454 -2.73762 -0.25047
H 2.93212 -2.16179 0.41087
H 1.67741 1.68224 -0.63216
H 2.61404 2.31995 0.72683
H 3.39212 1.44939 -0.60522
```


[10]
Below is a cluster of 2 separate species, C5H15N2S in total at a distorted geometry, with properties calculated with wB97M-V/def2-TZVPD.

The total charge is +1. The relative energy (zero: lowest compared OMol25 entry of this formula, charge and spin) is 576.3 kJ/mol. For the HOMO-LUMO gap, the calculation gives 5.87 eV. Its HOMO energy is -0.4996 Eh. For the maximum force, the calculation gives 0.0796 hartree/bohr. Its LUMO energy is -7.73 eV.

XYZ file:
```
23
C5H15N2S | the OMol25 dataset | wB97M-V/def2-TZVPD
N -0.17148 0.61341 2.07851
C -0.00936 1.23362 0.72191
C 1.38949 0.91149 0.18784
S 1.64891 -0.89792 0.27754
C -1.27898 0.87565 -0.06519
N -1.45766 -0.46785 -0.58745
C -1.25917 -1.46113 0.37839
C -0.72351 -0.76234 -1.76784
H 0.39230 -0.19083 2.15069
H 0.12339 1.23204 2.82402
H 3.64296 -0.55714 -1.00210
H -0.03106 2.30887 0.86759
H 1.54416 1.29167 -0.83092
H 2.10305 1.34260 0.89871
H 3.01588 -0.39240 -1.38540
H -1.48900 1.57662 -0.87345
H -2.14509 0.98095 0.59710
H -0.21587 -1.32634 0.82814
H -1.42039 -2.41233 -0.12851
H -2.06033 -1.38101 1.12478
H -1.25871 -1.52198 -2.33741
H 0.29164 -1.11954 -1.56644
H -0.63117 0.12388 -2.39050
```


[11]
Below is a cluster of 3 separate species, C5H15N3 in total at a distorted geometry, with properties calculated with wB97M-V/def2-TZVPD.

The relative energy (zero: lowest compared OMol25 entry of this formula, charge and spin) is 633.4 kJ/mol. For the HOMO-LUMO gap, the calculation gives 7.13 eV. Its HOMO energy is -0.2340 Eh. For the maximum force, the calculation gives 0.0686 hartree/bohr. Its LUMO energy is 0.76 eV.

XYZ file:
```
23
C5H15N3 | the OMol25 dataset | wB97M-V/def2-TZVPD
C -0.89876 0.07976 -0.57181
C 0.11273 -1.99811 -1.43302
C -1.23869 1.52405 -0.77531
N -0.03486 -0.55292 -1.42690
N 0.94540 0.21297 -2.08717
H 1.81694 0.09922 -1.56398
H 1.04921 -0.13544 -3.03618
H -0.45247 0.04051 1.05917
H -1.75018 -0.55435 -0.32964
H 0.07502 -2.36515 -2.46428
H 1.06638 -2.28258 -0.98432
H -0.69568 -2.47058 -0.87642
H -0.34719 2.10353 -0.99925
H -1.66458 1.93185 0.14309
H -1.95705 1.63494 -1.59225
C -0.19490 0.57302 2.98055
C 0.75458 0.43878 1.15401
N 1.79935 -0.28711 0.96517
H 1.62628 -1.27529 1.13939
H 0.83493 1.50313 0.95467
H 0.68218 0.86206 3.55084
H -0.55847 -0.41590 3.24777
H -0.97014 1.33362 2.94587
```


[12]
Below is a cluster of 2 separate species, C5H15N3 in total, with properties calculated with wB97M-V/def2-TZVPD.

The relative energy (zero: lowest compared OMol25 entry of this formula, charge and spin) is 77.7 kJ/mol. For the HOMO-LUMO gap, the calculation gives 9.98 eV. Its HOMO energy is -0.3341 Eh. For the maximum force, the calculation gives 0.0068 hartree/bohr. Its LUMO energy is 0.89 eV.

XYZ file:
```
23
C5H15N3 | the OMol25 dataset | wB97M-V/def2-TZVPD
H -1.02365 0.37179 2.99390
N -0.04753 0.21417 3.22708
C 0.51301 -0.47336 2.32189
N 1.81222 -0.90764 2.43120
C 2.60433 -1.05087 1.21912
H 0.02991 -0.82264 1.40464
H 2.28793 -0.46644 3.20653
H 3.51813 -1.59370 1.44888
H 2.04424 -1.64095 0.49516
H 2.86195 -0.09367 0.75932
C -1.85659 -0.12394 -0.57788
C -1.37811 0.84394 -1.65474
C 0.05929 1.26254 -1.40598
N -1.48000 0.30700 -3.01632
H -1.80371 0.32867 0.41504
H -2.89218 -0.42406 -0.73713
H -1.23878 -1.02284 -0.57461
H -2.01299 1.73300 -1.62671
H 0.39356 1.97695 -2.15607
H 0.18130 1.71816 -0.42459
H 0.72100 0.39216 -1.45105
H -2.42102 -0.02698 -3.19116
H -0.87231 -0.50128 -3.10652
```


Question: Look up the maximum force of the fourth one.
Answer: 0.0746 hartree/bohr


Question: Number 4 is which compound?
Answer: C5H15N2O


What did the ninth record say?
Below is the molecule C5H15N2OP at a distorted geometry, with properties calculated with wB97M-V/def2-TZVPD.

The relative energy (zero: lowest compared OMol25 entry of this formula, charge and spin) is 165.0 kJ/mol. For the HOMO-LUMO gap, the calculation gives 9.68 eV. Its HOMO energy is -0.3249 Eh. For the maximum force, the calculation gives 0.0652 hartree/bohr. Its LUMO energy is 0.84 eV.

XYZ file:
```
24
C5H15N2OP | the OMol25 dataset | wB97M-V/def2-TZVPD
C -2.48871 0.95889 -1.51809
C -2.85381 -0.04970 -0.42793
N -2.00767 -0.06008 0.76020
P -0.27192 -0.38123 0.49387
N 1.47335 -0.69673 0.14931
C 1.85928 -2.06934 0.46991
C 2.32201 0.22905 0.76111
C 2.51641 1.51525 0.02495
O 2.87346 0.02760 1.78146
H -1.43039 1.00713 -1.74045
H -2.97203 0.65312 -2.43622
H -2.83626 1.95863 -1.29483
H -3.84969 0.20905 -0.09567
H -2.93303 -1.04804 -0.83541
H -2.15971 0.77282 1.31490
H -0.59473 -1.05921 -0.69679
H 0.01218 1.00590 0.50257
H -0.22699 -1.15873 1.66837
H 1.54801 -2.36652 1.46887
H 1.40454 -2.73762 -0.25047
H 2.93212 -2.16179 0.41087
H 1.67741 1.68224 -0.63216
H 2.61404 2.31995 0.72683
H 3.39212 1.44939 -0.60522
```